1.
2 unconnected molecules or ions with the total composition C9H14S in a non-equilibrium geometry. Source: OMol25; level of theory: the ωB97M-V functional and the def2-TZVPD basis.

CARTESIAN COORDINATES (ANGSTROEM)
C 3.09133 0.86420 -1.01314
C 2.06023 -0.06752 -0.55053
C 1.57139 -1.02807 -1.46086
C 0.48686 -1.88903 -1.22751
C 0.02203 -1.95307 0.05017
C 0.52024 -1.10991 1.01615
C 1.57090 -0.30194 0.76366
H 4.04323 0.91417 -0.49052
H 2.77917 1.93093 -1.08386
H 3.27177 0.70784 -2.09551
H 2.07712 -1.15379 -2.47070
H -0.07537 -2.37547 -2.03142
H -0.74973 -2.70301 0.17701
H 0.10817 -1.27242 2.04190
H 2.05053 0.36489 1.46750
C -2.97803 0.09109 1.37141
C -2.24970 1.27728 0.62373
S -2.41457 1.85333 -1.02212
H -3.63003 -0.46260 0.78753
H -3.61590 0.40954 2.26187
H -2.18819 -0.52071 1.65045
H -2.35765 2.19267 1.31395
H -1.19673 1.08409 0.82573
H -2.19707 3.14750 -0.90489

Cartesian forces (eV/Å) of the 6 atoms listed first:
C 0.6 2.0 -1.4
C -1.3 -3.5 0.1
C 0.5 0.2 -2.2
C 0.8 1.0 -0.4
C -1.2 -0.6 -0.7
C -0.9 -1.9 2.3

## Properties
- energy (Ha) = -749.4512
- LUMO level (eV) = 0.82
- SMILES = Cc1ccccc1.CCS
- gap between HOMO and LUMO (eV) = 9.498

2.
5 unconnected molecules or ions with the total composition C16H38O10 in a non-equilibrium geometry. Source: OMol25; level of theory: the ωB97M-V functional and the def2-TZVPD basis.

CARTESIAN COORDINATES (ANGSTROEM)
O -3.71144 -1.83459 -3.80919
C -3.28314 -1.70592 -2.65956
O -2.00603 -1.36583 -2.44970
C -1.81562 -1.20493 -0.99314
C -3.11858 -1.81968 -0.33880
O -3.97689 -1.89869 -1.52266
H -0.92438 -1.78556 -0.81511
H -1.70616 -0.11459 -0.73044
H -3.58593 -1.14594 0.38818
H -3.04276 -2.87233 0.03006
C 1.17705 -4.08054 -0.90879
O 2.09418 -4.02229 -1.99488
C 1.77974 -3.10983 -2.99905
C 2.13994 -1.73977 -2.74596
O 3.51886 -1.66684 -2.98468
C 3.96111 -0.34508 -3.07860
H 1.71271 -4.67536 -0.15573
H 0.26600 -4.59935 -1.08041
H 0.89059 -3.03569 -0.56803
H 0.75911 -3.18188 -3.29664
H 2.28659 -3.37758 -3.89464
H 1.79639 -1.24191 -1.84938
H 1.59880 -1.10505 -3.48289
H 3.74397 0.19700 -2.11851
H 3.37481 0.21134 -3.86071
H 5.04021 -0.31075 -3.22674
C 2.23815 2.93685 3.74351
O 2.14079 2.89215 2.31153
C 3.25681 2.37534 1.68218
C 3.48258 0.94165 1.88696
O 2.37661 0.08442 1.54445
C 2.53475 -1.31077 1.72091
H 1.97985 1.94765 4.13296
H 1.39367 3.60467 3.92123
H 3.12535 3.40987 4.04672
H 4.12601 2.89352 1.97100
H 3.22346 2.66983 0.66622
H 3.70227 0.82916 2.99359
H 4.44810 0.69726 1.41256
H 1.55987 -1.75206 1.88288
H 3.14498 -1.45012 2.63770
H 2.86867 -1.85375 0.84825
C -5.47825 1.26961 -0.95305
O -4.63027 0.75740 0.11371
C -4.36427 1.90552 0.93453
C -3.51607 1.44426 2.09495
O -2.27927 1.07225 1.65185
C -1.37873 0.74897 2.67947
H -4.92888 2.04924 -1.51000
H -6.42573 1.83529 -0.64844
H -5.70026 0.33553 -1.48514
H -5.27958 2.39917 1.19049
H -3.69400 2.61265 0.48303
H -4.03682 0.47323 2.41748
H -3.55885 2.25908 2.85629
H -1.02898 1.63017 3.13960
H -0.57608 0.18956 2.26707
H -1.87904 0.14628 3.42203
C 0.56607 2.25749 -0.98714
O 0.84469 0.90735 -0.69368
H -0.34369 2.74072 -0.52269
H 1.42231 2.89285 -0.80872
H 0.46794 2.25468 -2.07397
H 1.22676 0.73465 0.17565

Cartesian forces (eV/Å) of the 6 atoms listed first:
O 0.4 0.2 3.0
C -0.7 -0.3 -3.1
O -0.4 0.3 1.9
C -0.6 0.3 -0.1
C 0.5 -0.2 -1.5
O 0.0 0.2 0.1

## Properties
- energy (Ha) = -1384.6215
- LUMO level (eV) = 0.51
- SMILES = O=C1OCCO1.COCCOC.COCCOC.COCCOC.CO
- gap between HOMO and LUMO (eV) = 9.982

3.
A molecular structure, C7H8N4SV in a non-equilibrium geometry. Source: OMol25; level of theory: the ωB97M-V functional and the def2-TZVPD basis.

CARTESIAN COORDINATES (ANGSTROEM)
V -1.17521 1.56836 0.51981
N -3.95590 -1.42811 1.41513
C -2.84623 -0.82957 0.91327
S -1.82703 -0.18283 2.13858
N -2.63149 -0.73311 -0.36960
N -1.47897 -0.01696 -0.69755
C -0.45183 -0.79544 -0.74784
C 0.86597 -0.19559 -0.62635
C 1.98268 -0.77324 -1.20890
C 3.20844 -0.14799 -1.00021
C 3.26385 0.99596 -0.20492
C 2.08543 1.47428 0.35215
N 0.88429 0.90472 0.15475
H -4.07267 -1.06878 2.35520
H -4.73970 -1.25010 0.80748
H -0.52718 -1.89518 -0.77766
H 1.89837 -1.66921 -1.81010
H 4.11264 -0.55089 -1.44517
H 4.20291 1.50167 -0.01413
H 2.07223 2.35086 0.99235
H -0.87061 2.74114 -0.74631

Cartesian forces (eV/Å) of the 6 atoms listed first:
V 1.4 -0.6 -0.6
N -0.1 0.5 -0.2
C 0.2 0.3 -1.2
S 1.3 1.6 0.4
N -1.3 0.1 -0.2
N 0.5 -2.0 1.6

## Properties
- energy (Ha) = -1832.4315
- LUMO level (spin up / spin down) (eV) = -5.70 / -5.11
- charge = +1
- <S²> = 2.054
- spin multiplicity = 3
- gap between HOMO and LUMO (spin up / spin down) (eV) = 7.138 / 7.766

4.
2 unconnected molecules or ions with the total composition C5H12Si in a non-equilibrium geometry. Source: OMol25; level of theory: the ωB97M-V functional and the def2-TZVPD basis.

CARTESIAN COORDINATES (ANGSTROEM)
C -1.95665 -1.63086 0.93367
C -1.72565 -0.54663 0.28602
C 0.61592 -0.69053 -1.23449
C 1.11039 -0.18936 1.17652
C 0.29593 0.14265 -0.01998
Si 0.20140 2.01607 -0.62757
H -2.88050 -1.87307 1.23648
H -1.24995 -2.34940 1.16398
H -2.45420 0.30846 0.00395
H 0.49317 -1.77512 -1.07592
H 1.66622 -0.56588 -1.60213
H -0.19219 -0.39225 -1.94161
H 2.18141 -0.24273 1.14553
H 0.86215 0.49197 2.02128
H 0.72158 -1.09815 1.64922
H 1.40228 2.46243 -1.46523
H 0.21470 2.51934 0.83635
H -0.86374 2.56198 -1.45452

Cartesian forces (eV/Å) of the 6 atoms listed first:
C 1.3 0.4 -0.7
C 2.7 5.2 -1.3
C -0.4 -0.6 -0.6
C -1.8 0.5 2.6
C -2.7 -0.6 -1.7
Si 1.2 -0.7 2.3

## Properties
- energy (Ha) = -487.0280
- LUMO level (eV) = 0.89
- gap between HOMO and LUMO (eV) = 9.873

5.
C6H4Cl2OS in the gas phase in a non-equilibrium geometry. Source: OMol25; level of theory: the ωB97M-V functional and the def2-TZVPD basis.

CARTESIAN COORDINATES (ANGSTROEM)
C 0.42363 -0.08363 -1.68557
C -1.34591 -0.75799 -0.01774
C -0.82729 -0.72457 -1.24695
C 1.23858 0.41237 -0.80447
C -0.79825 -0.18951 1.21265
C 0.47624 0.51803 1.23316
O 1.45302 0.43794 2.08489
S -0.81090 1.68629 1.18601
Cl -1.72288 -1.42024 -2.49102
Cl 2.75261 1.29337 -0.76035
H 0.57680 -0.25132 -2.70357
H -2.28421 -1.36874 0.05259
H -1.23306 -0.79482 2.09418
H 2.10160 1.24281 1.84618

Cartesian forces (eV/Å) of the 6 atoms listed first:
C -0.7 -0.9 0.4
C -0.9 -1.4 -0.6
C 0.6 1.0 1.3
C 0.1 1.4 5.1
C -0.9 -1.1 1.1
C 0.2 -0.6 -4.9

## Properties
- energy (Ha) = -1624.6908
- LUMO level (eV) = 0.06
- gap between HOMO and LUMO (eV) = 8.677

6.
2 unconnected molecules or ions with the total composition C3H11N2O in a non-equilibrium geometry. Source: OMol25; level of theory: the ωB97M-V functional and the def2-TZVPD basis.

CARTESIAN COORDINATES (ANGSTROEM)
C 0.00008 -1.89862 -0.09511
C -1.31500 -1.22228 -0.53350
N -1.35559 0.22785 0.14710
C -0.46359 1.04090 0.51150
N -1.04977 2.29240 0.72369
H 0.85833 -1.35913 -0.50835
H 0.16632 -2.89049 -0.61156
H 0.11437 -2.03885 0.89472
H -2.18456 -1.70013 -0.06486
H -1.64033 -1.15824 -1.65883
H -2.26650 0.66443 -0.03466
H 0.68750 1.01144 0.42730
H -1.87705 2.67638 0.30327
H -0.39020 2.80262 1.23343
H 3.83173 -0.07892 0.22121
H 3.66782 1.21033 -0.67020
O 3.21644 0.42034 -0.28516

Cartesian forces (eV/Å) of the 6 atoms listed first:
C 0.1 -0.1 -5.4
C 0.7 0.0 1.2
N -2.2 -3.9 -3.9
C 1.0 3.3 -0.5
N 2.6 -2.6 0.1
H 0.0 0.3 0.2

## Properties
- energy (Ha) = -304.8145
- LUMO level (spin up / spin down) (eV) = -10.44 / -14.98
- charge = +2
- <S²> = 0.785
- spin multiplicity = 2
- gap between HOMO and LUMO (spin up / spin down) (eV) = 7.741 / 3.158